Density functional theory data (the ωB97M-V functional and the def2-TZVPD basis) for an isolated molecule of C2H2FN3.

The geometry in XYZ format:
```
8
Properties=species:S:1:pos:R:3:forces:R:3:lowdin_charge:R:1
C -0.85330 -0.42467 0.03011 0.7 0.9 0.7 -0.183
C 1.20996 0.65359 0.09811 2.8 -1.0 -0.3 -0.167
N -0.24526 -1.52223 0.00631 2.9 -3.3 0.2 -0.127
N 0.46726 -2.41727 0.01073 -1.2 1.0 0.0 0.244
N -0.06567 0.74317 0.08108 -0.7 0.4 -0.1 0.026
F 1.82347 1.84297 -0.04741 -1.0 0.2 0.4 -0.018
H -1.81116 -0.49658 -0.29804 -2.7 0.7 -0.7 0.090
H -0.52530 1.62102 0.11911 -0.7 1.0 -0.2 0.135
```
Forces are in eV/Å.

The value obtained for the energy relative to the best compared isomer or geometry (same formula, charge and spin) is 343.1 kJ/mol. The total energy is -341.39608 a.u. The gap between HOMO and LUMO comes out at 9.03 eV. The charge is 0. The HOMO energy comes out at -8.696 eV. The LUMO energy is 0.33 eV.